This record from OMol25 describes C64H134F3N6O10Y as an isolated structure in a non-equilibrium geometry. The level of theory is wB97M-V/def2-TZVPD.

Computed properties:
Kohn-Sham gap (eV): 7.92

Geometry as ORCA input:
```
! wB97M-V def2-TZVPD RIJCOSX def2/J DEFGRID3
* xyz 0 1
Y 11.39 15.12 6.06
C 11.39 15.01 1.30
C 12.21 15.11 2.56
C 13.52 15.85 2.36
O 11.53 15.49 3.77
H 10.76 15.88 1.12
H 10.75 14.13 1.32
H 12.22 14.85 0.61
H 12.58 14.10 2.77
H 14.18 15.68 3.20
H 13.34 16.92 2.43
H 14.04 15.42 1.50
C 15.02 13.30 8.29
C 14.71 14.50 7.36
C 15.66 14.51 6.06
O 13.36 14.56 7.03
H 15.88 13.48 8.94
H 15.30 12.33 7.87
H 14.12 13.08 8.87
H 14.95 15.35 7.98
H 15.50 13.56 5.55
H 16.68 14.70 6.40
H 15.28 15.25 5.36
C 10.80 17.51 7.86
O 11.82 17.38 6.76
O 10.13 16.29 7.61
C 11.50 17.74 9.16
F 11.57 16.62 9.83
F 12.75 18.30 9.24
F 10.55 18.53 9.85
C 12.39 18.58 6.13
C 13.49 18.32 5.20
H 13.18 17.79 4.30
H 14.01 19.27 5.06
H 14.20 17.54 5.49
H 12.85 19.17 6.92
H 11.59 19.15 5.66
H 10.11 18.30 7.56
C 8.09 13.82 5.37
C 8.78 12.53 5.21
C 8.82 12.16 3.68
C 9.54 10.83 3.33
C 10.96 11.07 3.77
C 11.10 11.51 5.32
N 10.25 12.62 5.64
O 10.38 13.13 6.97
C 10.81 10.21 6.27
C 12.55 11.95 5.61
C 7.82 11.45 5.89
H 8.13 14.37 6.31
H 7.15 13.72 4.83
H 8.51 14.69 4.85
H 7.83 11.98 3.25
H 9.23 12.93 3.03
H 9.59 10.62 2.26
H 9.04 9.96 3.76
H 11.35 11.89 3.18
H 11.57 10.19 3.57
H 10.93 10.49 7.32
H 9.82 9.81 6.06
H 11.47 9.35 6.15
H 12.94 12.70 4.93
H 12.66 12.14 6.67
H 13.21 11.12 5.35
H 8.19 11.32 6.91
H 7.90 10.42 5.54
H 6.81 11.78 6.13
H 10.17 12.41 7.58
C 13.83 14.53 12.03
C 15.10 15.09 12.59
C 15.79 16.02 11.47
C 15.22 17.48 11.31
C 15.36 18.07 12.74
C 14.74 17.27 13.89
N 15.15 15.88 13.93
O 14.44 15.35 15.00
C 15.13 18.00 15.23
C 13.19 17.38 13.68
C 15.94 13.83 12.99
H 13.26 13.93 12.73
H 13.99 13.85 11.19
H 13.31 15.37 11.58
H 16.82 16.06 11.84
H 15.83 15.47 10.53
H 14.21 17.57 10.92
H 15.82 18.02 10.58
H 15.19 19.15 12.66
H 16.42 18.03 12.98
H 15.01 19.06 15.01
H 14.48 17.80 16.09
H 16.13 17.81 15.61
H 12.99 18.40 13.33
H 12.75 16.64 13.01
H 12.72 17.13 14.63
H 15.28 13.25 13.63
H 16.87 14.09 13.49
H 16.19 13.28 12.08
H 13.53 15.58 14.78
C 21.31 17.73 4.32
C 20.37 18.74 5.03
C 19.11 19.07 4.09
C 17.82 19.16 4.86
C 17.60 18.17 5.92
C 18.65 18.18 7.00
N 19.97 18.13 6.35
O 20.95 17.64 7.16
C 18.38 19.41 7.94
C 18.28 16.91 7.77
C 21.04 20.18 5.30
H 22.29 17.70 4.80
H 20.84 16.75 4.36
H 21.48 17.82 3.25
H 19.30 20.06 3.66
H 19.06 18.38 3.25
H 17.58 20.04 5.45
H 17.05 19.14 4.08
H 17.55 17.22 5.39
H 16.60 18.23 6.35
H 19.26 19.53 8.57
H 17.49 19.36 8.56
H 18.12 20.35 7.45
H 18.97 16.60 8.56
H 18.07 15.99 7.22
H 17.33 17.03 8.29
H 20.28 20.89 5.63
H 21.75 20.05 6.11
H 21.67 20.40 4.44
H 20.76 16.74 7.43
C 9.45 10.59 12.77
C 10.82 10.90 11.98
C 11.94 11.00 13.05
C 13.25 10.94 12.36
C 13.37 9.48 11.72
C 12.34 9.31 10.57
N 11.05 9.77 11.02
O 9.97 9.56 10.10
C 12.82 10.07 9.27
C 12.21 7.76 10.30
C 10.64 12.17 11.15
H 8.57 10.62 12.13
H 9.21 11.24 13.61
H 9.47 9.65 13.32
H 11.95 11.99 13.53
H 11.88 10.25 13.83
H 14.09 11.13 13.03
H 13.35 11.71 11.59
H 13.20 8.75 12.51
H 14.40 9.40 11.40
H 12.47 9.54 8.38
H 12.59 11.13 9.35
H 13.89 10.24 9.15
H 11.81 7.57 9.30
H 13.19 7.32 10.13
H 11.52 7.37 11.05
H 10.57 13.03 11.82
H 9.69 12.17 10.62
H 11.42 12.46 10.45
H 9.23 9.40 10.68
C 18.74 13.46 10.43
C 19.30 12.49 9.34
C 20.85 12.34 9.47
C 21.58 11.09 8.93
C 20.90 9.88 9.44
C 19.39 9.90 9.20
N 18.72 11.12 9.69
O 17.31 11.02 9.61
C 19.18 9.67 7.60
C 18.73 8.63 9.95
C 18.91 12.90 7.93
H 19.37 14.33 10.61
H 18.87 12.90 11.36
H 17.75 13.85 10.20
H 21.27 13.08 8.79
H 21.33 12.51 10.44
H 22.52 11.05 9.48
H 21.72 10.97 7.86
H 21.13 9.83 10.50
H 21.36 8.96 9.07
H 19.85 10.32 7.03
H 19.16 8.59 7.45
H 18.17 9.90 7.25
H 17.65 8.53 9.87
H 19.10 7.64 9.69
H 18.81 8.78 11.03
H 17.82 12.89 7.86
H 19.38 12.29 7.16
H 19.17 13.96 7.88
H 17.24 11.23 8.68
C 17.51 14.30 -0.33
C 18.47 15.19 0.52
C 17.58 16.12 1.40
C 17.06 15.56 2.71
C 18.19 14.83 3.48
C 18.90 13.75 2.62
N 19.37 14.33 1.33
O 20.06 13.50 0.45
C 20.08 13.31 3.55
C 18.04 12.41 2.36
C 19.37 15.96 -0.51
H 17.68 14.54 -1.38
H 16.49 14.62 -0.13
H 17.53 13.21 -0.19
H 18.16 17.03 1.52
H 16.62 16.39 0.97
H 16.27 14.81 2.59
H 16.62 16.29 3.39
H 17.80 14.34 4.37
H 19.02 15.52 3.66
H 20.37 12.27 3.47
H 20.95 13.96 3.42
H 19.92 13.36 4.62
H 17.20 12.69 1.73
H 18.69 11.79 1.73
H 17.73 11.83 3.22
H 19.69 15.29 -1.30
H 20.24 16.41 -0.05
H 18.81 16.77 -0.99
H 20.86 14.01 0.36
*
```